1.
Formula: C52H117N18O13P5S2
Source: the OMol25 dataset
Level of theory: ωB97M-V with the def2-TZVPD basis set

Computed properties:
* gap between HOMO and LUMO: 0.2857 Ha
* LUMO level: -0.61 eV
* highest occupied orbital energy: -8.383 eV
* F_max: 3.995 eV/A

```
207
Properties=species:S:1:pos:R:3:forces:R:3:lowdin_charge:R:1
O -2.960420 -8.006743 4.236600 -0.7 1.0 0.5 -0.291
P -3.047217 -6.565407 3.848629 -0.7 -2.6 -0.7 0.462
N -4.492732 -6.208680 3.124448 0.4 1.3 -0.9 -0.276
C -5.616611 -7.147225 3.043635 -0.2 0.6 -0.2 -0.102
C -4.557300 -4.947788 2.308501 0.0 -0.2 -0.1 -0.115
N -1.933584 -6.178930 2.739760 0.6 1.0 -1.5 -0.309
C -0.614892 -6.105665 3.270812 1.0 0.9 -0.2 -0.117
C -1.974904 -6.538879 1.325814 -0.9 0.1 -0.3 -0.080
N -2.601333 -5.538974 5.028514 -0.8 -0.1 1.6 -0.315
C -2.564386 -4.125774 4.936701 0.1 1.1 -1.4 -0.132
C -2.737975 -5.957212 6.398759 0.5 0.4 0.9 -0.100
H -5.588120 -7.720866 2.115858 0.0 0.0 -0.2 0.073
H -6.600304 -6.594525 3.054587 1.0 -0.6 0.4 0.094
H -5.505675 -7.878328 3.848836 -0.3 0.3 0.0 0.072
H -5.026263 -5.125372 1.315263 0.1 0.0 0.7 0.088
H -3.604406 -4.387783 2.119689 -0.4 -1.3 0.2 0.058
H -5.088702 -4.196589 2.862739 -0.9 0.3 0.2 0.063
H -0.501256 -5.350323 4.041072 0.1 0.4 -0.2 0.077
H -0.256178 -6.990041 3.716790 0.3 -1.6 0.6 0.074
H 0.033178 -5.920043 2.432939 0.6 0.4 -0.2 0.056
H -1.997528 -7.656200 1.182263 0.3 1.0 -0.1 0.101
H -2.917048 -6.102328 0.901362 0.8 -0.6 0.1 0.068
H -1.112503 -6.035376 0.794981 -0.9 -0.8 0.5 0.087
H -1.665453 -3.658367 5.328270 0.5 -0.3 0.3 0.090
H -2.620985 -3.825951 3.888999 0.0 0.1 0.0 0.057
H -3.371928 -3.640112 5.447765 -0.8 0.2 0.3 0.083
H -2.893435 -7.008567 6.452533 -0.2 -0.8 0.1 0.063
H -3.485289 -5.415891 7.002135 -0.3 -0.1 -0.6 0.091
H -1.806775 -5.708662 6.897291 0.4 -0.2 0.3 0.084
O 1.983732 4.700872 -0.280390 0.6 -0.4 -0.3 -0.293
P 0.871462 5.540306 -0.766622 1.2 0.4 0.1 0.510
N 0.574578 5.223445 -2.396238 1.3 -0.2 0.9 -0.292
C -0.678305 5.562859 -2.925980 -2.7 0.6 -0.3 -0.147
C 1.137539 3.970824 -2.903287 -0.8 -0.4 1.9 -0.099
N 1.065364 7.192027 -0.679550 0.1 -0.5 0.0 -0.311
C 1.364420 7.734639 0.665810 -0.6 -0.3 0.1 -0.090
C 1.633181 8.036792 -1.705068 -0.6 1.2 0.2 -0.120
N -0.375856 5.337118 0.256316 -0.8 -0.3 0.5 -0.297
C -0.378352 4.334650 1.330706 -0.8 -0.6 -0.2 -0.082
C -1.524034 6.198626 0.250060 -1.2 0.2 -0.6 -0.141
H -1.532094 5.318480 -2.237344 0.5 0.2 -0.5 0.081
H -0.907003 5.017809 -3.841949 0.3 -0.1 -0.1 0.076
H -0.776721 6.626898 -3.195284 0.1 -0.1 0.2 0.084
H 1.121139 3.982575 -3.956992 0.0 0.1 -1.3 0.050
H 0.522626 3.089184 -2.546218 0.7 0.6 -0.3 0.101
H 2.151636 3.924783 -2.534078 0.2 -0.4 0.0 0.052
H 0.750927 8.665212 0.772101 0.7 -0.6 0.2 0.095
H 1.095939 7.015717 1.509275 0.4 0.9 -1.3 0.081
H 2.451431 7.939553 0.649726 -0.5 0.2 0.6 0.094
H 1.257731 7.832794 -2.697218 -0.3 -0.2 -0.1 0.067
H 1.359556 9.062837 -1.406404 -0.3 -0.1 -0.5 0.085
H 2.706018 8.129004 -1.778616 0.7 -0.7 0.3 0.076
H -1.346484 3.769723 1.369167 0.6 0.6 -0.1 0.085
H 0.380015 3.573156 1.168231 0.2 0.2 -0.1 0.066
H -0.222345 4.803824 2.308553 0.0 0.0 -0.1 0.076
H -1.447430 7.055158 -0.421866 0.4 -0.3 -0.3 0.076
H -1.715915 6.679546 1.202270 0.0 -0.3 0.6 0.083
H -2.413865 5.624612 -0.082025 0.2 0.3 0.4 0.086
O -1.155664 0.897863 1.046008 0.3 0.6 0.8 -0.292
P -0.797875 0.041984 -0.089985 -0.8 -1.7 -1.1 0.519
N 0.745264 0.174763 -0.602703 -0.6 -0.3 -0.7 -0.283
C 1.176637 -0.153861 -1.971495 -0.1 0.3 1.4 -0.064
C 1.798064 0.568682 0.261858 0.5 0.7 0.9 -0.117
N -1.802479 0.356247 -1.358504 0.1 -0.4 -0.6 -0.293
C -1.882676 -0.503965 -2.541178 -1.2 -0.9 0.2 -0.118
C -2.614040 1.532053 -1.406942 -0.3 2.2 -0.2 -0.115
N -1.066360 -1.613027 0.030134 -0.8 1.3 0.8 -0.279
C -2.449525 -2.107829 0.086350 0.2 0.5 -0.7 -0.090
C -0.129133 -2.555185 0.528147 -1.5 -2.5 0.5 -0.114
H 0.480654 -0.725273 -2.553261 -0.3 -0.2 0.1 0.053
H 2.034941 -0.756770 -1.779425 1.0 -0.5 -0.6 0.076
H 1.441799 0.759987 -2.484207 0.2 0.3 -0.4 0.066
H 2.246918 1.468581 -0.094134 0.5 1.0 -0.5 0.059
H 2.647115 -0.130698 0.319338 -0.5 -0.3 0.3 0.089
H 1.387915 0.875387 1.234205 0.2 -0.6 0.0 0.074
H -1.144177 -0.296259 -3.322464 -0.6 0.3 -0.1 0.060
H -1.755805 -1.550645 -2.249114 0.4 0.1 0.0 0.058
H -2.939527 -0.539870 -2.920004 0.9 0.5 0.1 0.094
H -2.138272 2.430606 -0.870373 -0.6 -1.4 -0.7 0.092
H -2.700489 1.792172 -2.489968 -0.1 0.2 0.8 0.065
H -3.663090 1.431538 -1.009264 0.9 -0.2 -0.2 0.084
H -3.136213 -1.310058 -0.273388 0.3 -0.6 0.5 0.084
H -2.507200 -2.918458 -0.641614 -0.3 -0.3 0.1 0.080
H -2.736234 -2.492814 1.078544 0.1 0.3 -0.2 0.064
H -0.071038 -3.367346 -0.192796 0.4 -0.2 -0.3 0.056
H -0.479099 -3.107518 1.450456 0.0 0.8 -0.4 0.097
H 0.827602 -2.216813 0.758935 1.6 1.0 0.1 0.050
O -0.233806 -1.504249 -6.743608 0.1 -1.3 -0.1 -0.284
P -0.061524 -0.051877 -6.723192 0.0 0.3 1.7 0.459
N 1.489696 0.349070 -6.267142 -0.3 -1.3 0.4 -0.297
C 2.246562 -0.710429 -5.553040 -1.3 1.5 1.5 -0.063
C 2.149830 1.610915 -6.348567 -0.4 1.1 0.1 -0.138
N -1.277264 0.552228 -5.708924 1.1 1.0 -0.3 -0.281
C -2.551209 -0.119986 -5.950312 0.3 0.2 1.6 -0.115
C -1.316488 2.022713 -5.430186 1.9 -1.2 0.9 -0.075
N -0.177274 0.703326 -8.141000 1.1 -0.4 -2.8 -0.293
C -1.427067 1.097917 -8.796350 1.6 -0.5 0.1 -0.084
C 0.793326 0.094629 -9.144649 -0.7 0.7 0.3 -0.071
H 2.307036 -0.443683 -4.441653 0.1 -0.5 -1.3 0.086
H 3.225708 -0.771268 -5.966099 0.9 -0.1 -0.3 0.068
H 1.695740 -1.628950 -5.675189 0.1 -0.3 0.1 0.060
H 2.123297 2.138636 -5.379078 0.2 0.0 -0.2 0.065
H 1.699582 2.276801 -7.094644 -0.2 -0.2 0.2 0.084
H 3.184184 1.517451 -6.658883 0.4 -0.3 0.1 0.081
H -3.221867 0.098782 -5.114575 0.0 -0.3 0.0 0.082
H -3.042200 0.187654 -6.828100 -0.7 0.6 -1.4 0.051
H -2.344126 -1.173788 -6.050707 -0.2 -0.3 0.2 0.058
H -1.808913 2.251309 -4.458529 0.2 -0.3 -0.7 0.069
H -0.231032 2.411561 -5.365150 -1.7 -0.6 -0.1 0.084
H -1.810350 2.495032 -6.238705 -0.6 1.0 -0.6 0.046
H -1.056054 1.630802 -9.673009 -0.8 0.2 -0.1 0.083
H -2.072542 0.255350 -9.075111 0.0 0.2 0.1 0.098
H -1.837250 1.759281 -8.083795 -1.3 0.8 0.2 0.042
H 0.710533 0.714932 -10.057046 0.2 -0.5 0.4 0.082
H 0.574736 -0.974166 -9.362482 0.0 0.7 0.1 0.092
H 1.795528 0.198965 -8.728816 0.0 -0.2 -0.2 0.066
O 1.543706 4.239529 5.839041 0.0 -0.2 -0.9 -0.301
P 2.594486 3.481834 5.104659 1.2 2.8 2.6 0.476
N 3.122766 4.281590 3.749627 1.2 -0.6 -1.1 -0.276
C 4.381003 3.826564 3.042982 -0.4 1.1 0.5 -0.092
C 2.559788 5.478610 3.145133 1.4 0.7 -0.6 -0.133
N 2.173780 1.939547 4.944817 0.2 -1.7 -0.9 -0.287
C 3.112380 0.986875 4.326754 0.2 -0.1 0.9 -0.090
C 0.771854 1.651149 4.726682 -0.1 0.4 0.9 -0.102
N 4.070782 3.362861 5.949419 0.5 -0.1 0.6 -0.288
C 4.206928 2.589839 7.238375 -0.7 1.3 -1.3 -0.079
C 4.937883 4.578021 6.015506 -1.0 -0.1 -0.3 -0.111
H 4.903328 3.002167 3.537019 -0.2 0.5 0.3 0.071
H 5.079097 4.693555 2.852204 -0.6 -0.8 0.6 0.103
H 4.114565 3.461691 2.080643 -0.4 -0.3 -1.0 0.045
H 3.158107 6.402929 3.337173 -0.2 -0.5 0.5 0.094
H 1.554257 5.689408 3.397488 -1.0 -0.1 0.7 0.049
H 2.604288 5.453240 2.055634 -0.1 -0.7 -0.2 0.047
H 2.850309 -0.054876 4.593660 0.2 0.5 0.3 0.094
H 3.129129 0.989078 3.249150 -0.2 0.4 -0.7 0.060
H 4.117252 1.275354 4.681408 -0.4 -0.6 -0.1 0.071
H 0.143104 2.414168 5.182541 0.2 0.1 0.1 0.080
H 0.527850 1.619565 3.695019 -0.3 -0.3 -1.3 0.059
H 0.538123 0.719016 5.206073 -0.2 -0.6 0.1 0.073
H 4.174336 1.531608 7.187359 0.1 -1.1 -0.8 0.058
H 5.129823 2.877159 7.695275 0.6 0.1 0.2 0.066
H 3.411252 2.849341 7.896281 -0.7 0.5 0.7 0.069
H 4.852831 5.133425 6.963938 -0.1 -0.4 -0.1 0.085
H 4.646119 5.301438 5.236698 0.3 -0.4 0.2 0.067
H 5.960800 4.256017 5.871853 0.4 0.1 0.0 0.076
C -0.467112 -6.143292 -4.367799 -1.2 -0.6 0.8 -0.249
S -1.151355 -4.768565 -3.315835 0.6 0.5 -1.1 0.820
O -0.013440 -4.031274 -2.685931 0.1 -0.3 0.3 -0.581
C -1.614020 -3.692835 -4.695698 -0.9 -2.1 -1.5 -0.264
H 0.125813 -6.753048 -3.647307 -0.4 0.3 -0.7 0.052
H 0.113702 -5.842195 -5.230607 0.3 0.4 0.1 0.045
H -1.363224 -6.718209 -4.742962 0.9 0.4 0.5 0.065
H -2.331328 -4.264794 -5.340730 -0.1 0.4 0.8 0.074
H -0.805384 -3.627102 -5.406022 0.8 0.6 0.3 0.033
H -2.035045 -2.744329 -4.427759 0.0 0.3 0.5 0.021
C -1.779580 -0.798044 3.627556 -0.2 1.0 1.7 -0.251
S -3.557865 -0.516704 3.450540 -0.8 -1.0 -0.1 0.783
O -4.278874 -0.817641 4.738262 0.6 0.3 -0.4 -0.562
C -3.369227 1.236269 3.224427 0.7 -0.6 0.7 -0.252
H -1.314292 -0.111628 2.924392 0.3 -0.2 0.0 0.007
H -1.463499 -1.815817 3.497901 -0.2 -0.5 -0.3 0.018
H -1.560320 -0.502233 4.689935 0.0 -0.1 -0.9 0.075
H -2.831051 1.619456 4.095261 0.4 0.1 -0.4 0.069
H -4.301413 1.730541 3.220642 -1.3 0.3 -0.3 0.028
H -2.872874 1.252614 2.258456 0.3 0.7 0.1 0.017
C 2.265539 -5.958535 0.181678 -0.5 -2.1 0.7 -0.082
C 2.447291 -4.674242 -0.190897 0.3 1.3 0.3 -0.083
C 3.231359 -3.832682 0.597466 0.8 -0.3 -0.5 -0.001
C 3.823423 -4.318847 1.748013 -0.4 0.4 -0.1 -0.158
C 3.545155 -5.578316 2.235656 -0.5 -0.6 -0.2 -0.002
C 2.793839 -6.404774 1.400236 0.0 -0.3 0.4 -0.067
N 4.688097 -3.423103 2.532791 0.1 0.6 -1.8 -0.353
O 4.609821 -3.533436 3.723476 0.5 0.3 0.9 0.098
O 5.389391 -2.629798 1.893679 -0.7 -0.7 1.0 0.068
H 1.649385 -6.652626 -0.422213 0.5 0.5 0.4 0.122
H 1.939342 -4.294213 -1.041815 -0.2 0.3 -0.8 0.079
H 3.533635 -2.872348 0.219228 -0.2 0.4 0.1 0.111
H 3.841836 -5.910983 3.231963 0.2 0.2 -0.5 0.127
H 2.577086 -7.409584 1.753438 0.0 0.1 -0.2 0.110
C 4.658033 2.043208 -2.296747 -0.8 -0.2 -1.4 -0.098
C 5.710799 1.298634 -2.780081 1.0 0.4 1.5 -0.046
C 6.903125 1.227138 -2.013382 -1.0 -0.2 -1.0 0.003
C 6.979069 1.888099 -0.823307 -1.6 0.7 0.7 -0.132
C 5.888431 2.676128 -0.349017 0.9 -1.0 -1.3 0.024
C 4.737067 2.755216 -1.117403 0.1 1.0 0.0 -0.072
N 8.192387 1.645380 -0.015430 0.2 -1.5 -1.1 -0.345
O 8.359836 2.265091 0.996857 0.1 0.5 0.5 0.102
O 8.928826 0.740885 -0.436318 -0.4 1.2 0.8 0.050
H 3.756219 2.113744 -2.952790 0.7 0.0 0.8 0.102
H 5.588443 0.834310 -3.723661 0.3 -0.6 -0.7 0.090
H 7.773682 0.663734 -2.271299 0.1 -0.4 -0.5 0.110
H 5.984710 3.228372 0.535531 0.2 0.6 1.2 0.084
H 3.959025 3.514783 -0.956446 0.2 -0.6 0.7 0.087
C -7.006257 0.159370 2.431735 -0.3 0.6 0.8 -0.094
C -7.066612 -1.222832 2.406771 0.0 0.1 1.1 -0.068
C -6.821386 -1.896120 1.228013 0.3 -0.3 -0.2 -0.002
C -6.488455 -1.189339 0.073658 0.0 0.2 1.1 -0.147
C -6.536780 0.183406 0.102997 -0.5 1.4 -1.1 -0.020
C -6.884375 0.869102 1.253491 0.4 -0.1 0.8 -0.071
N -5.895529 -1.891685 -1.068230 0.1 0.5 0.3 -0.363
O -5.603130 -3.045270 -0.907064 0.0 -1.2 0.2 0.077
O -5.630225 -1.268272 -2.070014 -0.2 0.6 -0.5 0.068
H -7.049867 0.702042 3.400127 -0.2 -0.5 -0.8 0.128
H -7.246219 -1.686865 3.395589 0.2 -0.2 -1.0 0.129
H -6.801394 -2.964496 1.192211 0.0 -0.5 0.1 0.103
H -6.387545 0.801836 -0.776327 0.3 -0.5 -0.2 0.118
H -6.980350 1.947194 1.331470 0.2 -0.1 -0.5 0.113
```
Positions in Å, forces in eV/Å.

=====

2.
Formula: C6H14NO
Source: the OMol25 dataset
Level of theory: ωB97M-V with the def2-TZVPD basis set

Computed properties:
* <S²>: 0.75
* gap between HOMO and LUMO (alpha / beta): 0.0968 / 0.2315 Ha
* relative energy (zero: lowest compared OMol25 entry of this formula, charge and spin): 1.064 eV
* 2S+1: 2
* LUMO level (alpha / beta): 6.77 / 6.64 eV
* charge: -2
* highest occupied orbital energy (alpha / beta): 4.137 / 0.337 eV
* F_max: 2.244 eV/A

```
22
Properties=species:S:1:pos:R:3:forces:R:3:mulliken_spin:R:1
C -0.322237 -2.361600 -0.570114 -0.4 -0.4 0.9 0.139
N 0.209411 -1.017156 -0.629085 0.4 0.7 -0.2 -0.538
C -0.558036 0.036872 0.112862 1.6 -1.6 -0.3 0.552
C -0.127248 1.422297 -0.474733 -1.2 0.3 1.0 -1.882
C -0.106895 1.522464 -2.005110 0.3 -1.4 -0.5 2.960
C 1.183992 2.003120 0.043165 1.1 -0.1 -0.9 2.179
C -0.286421 -0.227101 1.713272 -0.5 0.7 -0.8 -0.027
O -0.168101 -1.489017 2.147122 -0.3 -0.4 -0.2 -0.023
H -0.316031 -2.756400 0.455904 -0.1 0.1 -0.1 -0.008
H 0.255903 -3.071141 -1.181837 -0.1 0.3 -0.3 -0.054
H -1.378058 -2.343830 -0.872424 0.2 -0.1 -0.3 0.086
H 1.099327 -1.021385 -0.134024 0.0 -0.2 -0.2 0.055
H -1.612911 -0.147346 -0.146825 0.1 0.2 0.2 -0.013
H -0.935950 2.099146 -0.130321 0.2 -0.1 0.0 -0.314
H -0.302471 2.516293 -2.413779 0.3 0.2 0.2 -1.191
H -0.780776 0.830909 -2.533970 -0.3 0.2 0.5 0.113
H 0.859343 1.107535 -2.350520 -0.2 0.6 0.0 -0.146
H 1.233973 3.071109 -0.192696 0.0 0.0 0.0 -0.834
H 2.008562 1.562845 -0.548443 -0.2 0.1 0.1 0.144
H 1.506762 1.868905 1.067474 -0.6 0.0 0.4 -0.151
H -1.179998 0.322859 2.104561 0.1 0.3 0.6 -0.090
H 0.637777 0.324215 1.985431 -0.3 0.5 -0.2 0.043
```
Positions in Å, forces in eV/Å.